Record 1
The following is a quantum chemistry calculation of a molecular structure, C2H44O22V in a non-equilibrium geometry, from OMol25.

The frontier orbital gap (alpha / beta) is 6.87 / 8.62 eV. Its HOMO energy (alpha / beta) is -7.45 / -9.21 eV. Its relative energy (zero: lowest compared OMol25 entry of this formula, charge and spin) is 0.0000 eV. Its multiplicity is 4.

Structure (XYZ):
```
69
C2H44O22V, DFT ωB97M-V/def2-TZVPD
H 3.49 1.07 -0.66
H 1.72 3.55 0.59
H -0.30 2.76 2.52
H -2.21 -4.25 0.65
O 0.16 -3.77 -1.80
H 0.94 -2.51 1.18
H 2.98 -2.78 -1.62
O 2.51 -2.57 -2.48
H -0.96 2.94 -1.92
O 0.40 2.63 3.16
H -2.22 -2.23 2.77
H -2.30 0.85 1.82
H 3.90 -2.81 0.60
C 0.43 -0.42 0.10
O -1.65 -1.93 2.07
O 4.18 0.68 -0.09
H -1.93 -1.53 -2.66
H -1.48 2.59 0.76
H 2.20 1.11 -2.51
H 0.01 2.50 4.01
H -3.15 3.09 -1.06
H 5.03 0.92 -0.55
H -1.11 -1.26 2.50
O 1.00 -0.34 -2.95
O -2.75 2.33 -1.49
H -0.32 0.58 -3.72
O 2.46 0.50 2.62
H 3.01 -0.27 2.55
O -2.57 -0.99 -2.09
O 2.37 2.92 1.04
O -4.06 -0.80 0.49
O -1.34 3.42 1.28
H -0.81 0.02 4.07
O 0.95 -3.30 1.68
H 0.27 -2.88 -1.38
H 0.06 -1.03 4.44
O -1.70 0.70 0.42
H -4.82 -0.37 0.16
O -1.13 1.12 -3.84
H 0.51 -0.67 1.20
H -4.07 -0.52 1.41
O -0.23 3.57 -1.84
H -3.55 1.48 2.25
H 3.90 -1.39 0.07
H 0.90 -0.57 -2.02
H -0.67 1.02 -1.28
H 1.61 -2.80 -2.44
O -2.79 1.04 2.66
H -0.74 3.93 0.77
H -0.16 -3.49 -2.66
H 1.62 2.01 -1.45
H -2.31 1.93 -0.71
O 2.47 1.70 -1.82
H 1.40 -0.35 -0.28
H 1.53 0.34 2.79
V -2.07 -1.33 0.06
O 0.02 -0.29 3.83
H -2.57 -0.09 -2.49
C -0.49 0.76 -0.25
O -2.18 -3.65 -0.10
O -0.11 -1.57 -0.49
H -1.78 0.62 -4.44
H 0.10 3.71 -2.74
O 3.89 -2.30 -0.20
H 1.91 -0.66 -3.06
H 0.98 -3.08 2.62
H 2.97 2.65 0.36
H -0.01 1.65 0.13
H -1.38 -3.91 -0.54
```

For reference, the natural (NBO) charges in units of e are: H 0.495; H 0.451; H 0.485; H 0.488; O -0.969; H 0.486; H 0.515; O -1.010; H 0.502; O -0.961; H 0.489; H 0.493; H 0.477; C -0.099; O -0.920; O -0.995; H 0.497; H 0.486; H 0.490; H 0.453; H 0.476; H 0.471; H 0.512; O -1.010; O -0.974; H 0.510; O -0.953; H 0.456; O -0.937; O -0.913; O -0.907; O -0.951; H 0.483; O -0.944; H 0.501; H 0.470; O -0.951; H 0.502; O -0.988; H 0.152; H 0.498; O -0.993; H 0.457; H 0.508; H 0.508; H 0.174; H 0.464; O -0.997; H 0.482; H 0.454; H 0.500; H 0.481; O -0.967; H 0.179; H 0.493; V 1.226; O -0.921; H 0.524; C -0.137; O -0.934; O -0.972; H 0.469; H 0.481; O -0.965; H 0.514; H 0.458; H 0.464; H 0.174; H 0.520


Record 2
The following is a quantum chemistry calculation of C2H4BNO2 in the gas phase in a non-equilibrium geometry, from OMol25.

The frontier orbital gap is 11.98 eV. Its HOMO energy is -11.91 eV. Its relative energy (zero: lowest compared OMol25 entry of this formula, charge and spin) is 1.1524 eV.

Structure (XYZ):
```
10
C2H4BNO2, DFT ωB97M-V/def2-TZVPD
H 1.18 -1.57 0.54
H -0.91 1.74 -0.78
O -0.43 1.49 -0.09
O -0.65 -0.55 -1.01
C 2.56 -0.10 -0.14
C 1.13 -0.54 0.71
N 3.47 0.24 -0.69
H -1.36 0.00 -1.41
B 0.04 0.21 -0.16
H 1.19 -0.13 1.76
```

For reference, the natural (NBO) charges in units of e are: H 0.261; H 0.471; O -0.867; O -0.864; C 0.272; C -0.744; N -0.367; H 0.478; B 1.088; H 0.272